(1)
{"formula": "C5H7NO", "method": "the ωB97M-V functional and the def2-TZVPD basis", "energy_ha": -324.63954, "gap_ev": 10.28, "charge": 0, "smiles": "C[C@]12N[C@H]1CC2=O", "species": ["C", "C", "N", "C", "C", "C", "O", "H", "H", "H", "H", "H", "H", "H"], "positions_angstrom": [[-1.829546, 0.137384, 0.062438], [-0.417923, -0.365220, 0.113073], [0.289655, -1.257470, 1.032793], [0.727617, 0.121310, 0.944951], [1.529998, 0.501903, -0.305839], [0.442054, -0.217118, -1.116273], [0.259313, -0.478202, -2.274227], [-1.816972, 0.904464, -0.724037], [-2.123497, 0.629074, 0.991921], [-2.574448, -0.603898, -0.230474], [0.911706, -1.922479, 0.571120], [0.656751, 0.702133, 1.858764], [2.587705, 0.273921, -0.440013], [1.357585, 1.574192, -0.484200]], "forces_ev_per_angstrom": [[-0.109, -0.064, 0.075], [-0.312, 0.228, -0.206], [0.003, -0.114, -0.112], [0.052, 0.355, 0.153], [0.308, -0.059, -0.075], [-0.009, -0.017, -0.424], [0.220, 0.196, 0.454], [-0.197, -0.102, 0.183], [-0.039, -0.239, -0.005], [0.112, -0.054, 0.125], [-0.226, 0.131, -0.002], [0.005, 0.021, -0.218], [-0.019, -0.109, 0.136], [0.213, -0.173, -0.085]]}



(2)
{"formula": "C5H8N2S", "method": "the ωB97M-V functional and the def2-TZVPD basis", "energy_ha": -702.77891, "gap_ev": 8.79, "charge": 0, "smiles": "[H]/N=C(/NCC#C)SC", "species": ["C", "C", "C", "C", "C", "H", "H", "H", "H", "H", "H", "H", "H", "N", "N", "S"], "positions_angstrom": [[1.500137, -0.728507, 0.740786], [0.790322, 0.547326, -1.670487], [-1.099340, 0.818034, 0.123454], [-1.344731, -0.119905, 1.208077], [-2.185753, -0.585449, 2.084933], [1.386989, -1.621227, 0.205546], [1.999178, -0.863424, 1.897244], [0.241478, -0.580825, 0.906014], [1.998821, 0.767544, -3.086818], [-0.941713, -0.702877, -1.606732], [-0.549905, 1.690604, 0.662935], [-2.162190, 1.356690, -0.234443], [-2.499266, -1.255535, 2.934348], [0.979128, 0.662110, -2.913519], [-0.250412, -0.044504, -0.920416], [2.137255, 0.659945, -0.330922]], "forces_ev_per_angstrom": [[-2.192, 1.627, 3.915], [1.144, -1.080, 2.285], [-0.236, 1.372, -1.018], [-6.538, -1.967, 4.738], [4.330, 0.603, -2.819], [0.839, -1.472, -0.730], [-1.049, 0.594, -3.691], [4.363, -0.329, 0.552], [-0.913, 0.201, 0.043], [2.142, 2.778, 2.357], [-0.150, -1.446, -1.751], [2.941, -1.844, 0.425], [0.407, 1.262, -1.388], [0.262, -0.221, 0.682], [-4.809, 0.488, -3.620], [-0.540, -0.565, 0.020]]}



(3)
{"formula": "C11H14FIMnN7O2S2", "method": "the ωB97M-V functional and the def2-TZVPD basis", "spin_multiplicity": 2, "energy_ha": -3306.16741, "gap_ev": [8.62, 8.30], "charge": 1, "species": ["Mn", "N", "C", "N", "C", "C", "S", "C", "C", "S", "C", "N", "N", "H", "H", "H", "H", "H", "H", "F", "N", "C", "C", "O", "O", "H", "H", "H", "H", "H", "I", "C", "C", "N", "N", "C", "H", "H", "H"], "positions_angstrom": [[-0.302134, 0.470839, 0.397244], [2.769780, 2.153973, 0.854343], [1.707059, 2.870414, 0.407537], [0.502067, 2.369518, 0.304145], [-0.398364, 3.326162, -0.169896], [0.146267, 4.523097, -0.468781], [1.837665, 4.505679, -0.120661], [-1.797054, 2.894808, -0.176357], [-2.930113, 3.571746, -0.451155], [-4.306084, 2.584653, -0.093835], [-3.255964, 1.307452, 0.404750], [-1.980896, 1.591037, 0.266986], [-3.689784, 0.127287, 0.882985], [2.546519, 1.340633, 1.412855], [3.583089, 2.664619, 1.156577], [-0.336956, 5.409329, -0.839484], [-3.046672, 4.581260, -0.802780], [-4.653539, 0.027463, 1.150127], [-3.012042, -0.403576, 1.413324], [-0.502949, -0.341553, 2.110695], [4.448987, -1.986030, -0.641657], [3.383327, -1.308264, -1.366950], [2.339434, -0.819638, -0.377919], [1.319883, -0.252283, -0.730107], [2.612565, -1.058089, 0.880671], [5.355453, -1.569921, -0.801768], [4.507736, -2.969714, -0.864719], [3.478722, -1.551808, 0.859335], [2.872810, -1.947895, -2.088235], [3.738358, -0.435521, -1.916439], [-3.782413, -3.907342, -2.399551], [-2.573323, -2.871807, -1.096099], [-2.235990, -3.214104, 0.198035], [-1.426728, -2.250448, 0.655436], [-1.227291, -1.291452, -0.257650], [-1.921535, -1.655223, -1.328460], [-2.502509, -4.063469, 0.802104], [-1.021953, -2.050674, 1.571203], [-1.914028, -1.053358, -2.222150]], "forces_ev_per_angstrom": [[-0.072, -0.269, -0.517], [0.063, -0.049, 0.027], [0.007, -0.026, -0.063], [-0.131, 0.194, 0.197], [0.042, 0.039, 0.021], [-0.030, -0.128, 0.031], [-0.012, -0.004, -0.007], [0.039, 0.024, 0.005], [0.114, -0.079, 0.046], [0.034, -0.009, -0.011], [0.015, 0.005, -0.011], [-0.108, -0.024, 0.130], [-0.033, -0.026, 0.061], [-0.012, 0.030, 0.002], [-0.010, -0.006, 0.000], [-0.006, 0.037, -0.014], [-0.014, 0.033, -0.005], [-0.003, 0.004, -0.013], [0.009, 0.001, -0.011], [0.047, 0.100, -0.309], [0.068, -0.033, -0.049], [-0.070, 0.031, 0.032], [0.044, -0.121, -0.097], [0.042, -0.001, 0.309], [-0.020, 0.020, 0.029], [-0.004, -0.020, 0.003], [0.012, 0.002, -0.008], [-0.035, 0.065, -0.030], [0.027, -0.003, 0.012], [0.005, -0.009, 0.007], [0.016, 0.006, 0.026], [-0.019, -0.031, 0.075], [-0.026, -0.132, -0.044], [0.128, 0.219, 0.039], [-0.218, 0.142, 0.175], [0.221, 0.007, -0.062], [-0.024, -0.038, -0.010], [-0.047, 0.015, 0.030], [-0.037, 0.036, 0.003]]}



(4)
{"formula": "C21H32BrN3O9PS2", "method": "the ωB97M-V functional and the def2-TZVPD basis", "energy_ha": -5372.33029, "gap_ev": 7.59, "charge": 1, "species": ["C", "C", "N", "C", "N", "S", "P", "O", "O", "O", "N", "C", "C", "C", "C", "O", "C", "C", "O", "C", "S", "C", "Br", "C", "C", "C", "C", "H", "H", "H", "H", "H", "H", "H", "H", "H", "H", "H", "H", "H", "H", "H", "H", "H", "H", "H", "H", "H", "H", "H", "H", "H", "H", "H", "H", "C", "C", "C", "O", "C", "C", "C", "O", "O", "O", "H", "H", "H", "H"], "positions_angstrom": [[2.994413, -1.251200, -1.614982], [2.823599, 0.021075, -1.271210], [1.886675, 0.453121, -0.232754], [2.309771, 1.561407, 0.510864], [3.495196, 1.532672, 1.155215], [4.439923, 0.075895, 1.214780], [4.217984, 2.902044, 1.997567], [3.504220, 3.209646, 3.226322], [4.364072, 4.036271, 0.906533], [5.720815, 2.514816, 2.233804], [1.415366, 2.585534, 0.467784], [1.230315, 3.597932, 1.554507], [-0.018519, 4.472467, 1.359731], [-1.188983, 4.207628, 2.313069], [-0.831128, 4.472623, 3.763727], [-1.951075, 4.197633, 4.618244], [-1.764114, 3.108501, 5.442045], [-2.278535, 1.787824, 4.910658], [-1.226623, 3.211115, 6.502859], [0.136904, 1.808252, 0.273964], [-0.142831, 0.844845, 1.796155], [0.649499, 0.930334, -0.878213], [1.013625, 2.334578, -2.324800], [-0.261850, -0.065090, -1.580453], [-1.422184, -0.727201, -0.806099], [-1.812246, -1.955592, -1.656705], [-2.639669, 0.211991, -0.731758], [2.190080, -1.976299, -1.658533], [3.991059, -1.589245, -1.871121], [3.407776, 0.786553, -1.772166], [3.745878, -0.492604, 2.215712], [3.762638, 3.933974, 0.157591], [5.799912, 2.002982, 3.051726], [1.276178, 3.164002, 2.548269], [2.074065, 4.280846, 1.525737], [-0.372413, 4.440785, 0.328962], [0.288351, 5.504258, 1.539171], [-1.630078, 3.220368, 2.181795], [-1.968635, 4.923500, 2.042394], [0.022522, 3.886030, 4.114392], [-0.576298, 5.525420, 3.891945], [-1.466759, 1.062303, 4.905750], [-3.085196, 1.441355, 5.551896], [-2.627779, 1.912904, 3.887579], [-0.727510, 2.333622, -0.113288], [-1.478519, 0.816587, 1.790338], [-0.728490, 0.461058, -2.407904], [0.325813, -0.855151, -2.048755], [-1.135687, -1.113888, 0.168809], [-1.824746, -1.706862, -2.716896], [-2.773994, -2.345422, -1.329162], [-1.059580, -2.724890, -1.497714], [-2.733254, 0.772934, -1.662504], [-3.544071, -0.388852, -0.642076], [-2.636435, 0.899009, 0.116133], [-2.568162, -6.387270, -4.968547], [-2.016463, -5.200181, -4.686137], [-0.916133, -5.047564, -3.663564], [-0.470996, -3.921792, -3.490005], [-0.461678, -6.217337, -2.952196], [-1.013098, -7.410178, -3.229975], [-2.099728, -7.569102, -4.271713], [-2.520620, -8.692516, -4.460120], [-0.663164, -8.531419, -2.631288], [-2.380341, -4.066872, -5.271999], [-3.354468, -6.505751, -5.700380], [0.315874, -6.095925, -2.211450], [-1.215130, -9.237821, -3.024320], [-1.815343, -3.370675, -4.887239]], "forces_ev_per_angstrom": [[-0.285, -0.021, -0.092], [0.883, -0.863, 0.671], [-0.462, 1.686, -2.732], [0.545, -0.296, -0.355], [0.051, 0.466, -0.382], [-0.044, -0.159, 0.192], [0.524, 0.684, 0.895], [-0.237, -0.209, -0.052], [-0.225, -0.641, -0.108], [-0.291, -0.202, -0.481], [-1.234, -1.266, 2.541], [0.539, 1.110, -0.165], [-0.139, -0.083, 0.183], [-0.138, 0.306, -0.284], [-0.058, -0.075, 0.242], [-0.023, -0.181, -0.159], [0.244, -0.184, 0.306], [0.020, 0.430, -0.423], [-0.059, 0.087, -0.160], [0.106, -0.789, -1.726], [-0.136, 0.053, 0.307], [-0.846, 0.350, 0.621], [0.274, -0.294, -0.121], [-0.027, -0.439, 0.555], [-0.504, -0.162, -0.824], [0.370, 0.200, 0.668], [0.090, -0.372, 0.181], [0.200, -0.329, 1.177], [-0.233, 0.241, -1.328], [0.556, 0.184, 0.874], [-0.067, 0.027, 0.019], [0.128, 0.273, -0.188], [0.252, 0.078, 0.077], [-0.138, -0.378, -0.153], [0.040, -0.094, -0.134], [0.124, 0.029, -0.067], [0.077, 0.014, -0.109], [0.129, -0.094, 0.096], [-0.098, -0.074, 0.027], [0.078, 0.013, -0.100], [0.038, 0.011, 0.024], [-0.003, -0.039, 0.261], [0.005, -0.118, -0.013], [-0.228, -0.061, 0.064], [0.100, 0.629, 0.577], [-0.032, 0.106, -0.090], [0.007, 0.004, -0.040], [0.290, 0.148, 0.092], [0.083, 0.226, 0.093], [-0.209, -0.047, -0.039], [-0.064, -0.051, -0.169], [-0.039, -0.114, -0.209], [-0.021, 0.133, 0.055], [-0.059, 0.075, 0.134], [0.043, 0.173, -0.114], [-0.064, -0.079, -0.034], [-0.074, -0.059, -0.079], [0.123, -0.137, 0.116], [-0.004, -0.022, -0.170], [0.056, 0.108, 0.053], [0.091, 0.058, 0.082], [-0.119, 0.133, -0.142], [0.062, -0.073, 0.099], [-0.048, -0.036, -0.041], [0.029, 0.040, 0.045], [0.009, 0.023, -0.012], [0.010, -0.041, -0.005], [-0.010, -0.013, -0.021], [0.043, 0.000, -0.005]]}